{"formula": "C6H11N3O", "method": "wB97M-V/def2-TZVPD", "species": ["H", "N", "C", "O", "C", "C", "C", "N", "C", "C", "N", "H", "H", "H", "H", "H", "H", "H", "H", "H", "H"], "coordinates": [[1.00342, -1.43421, -2.16333], [-0.09455, -1.49782, -2.58501], [-0.08815, -0.33874, -2.08300], [-1.45873, -0.15336, -2.67948], [-0.04610, 0.23719, -0.70546], [0.71731, 1.55011, -0.60116], [1.29787, 0.27517, -0.03578], [1.36388, 0.09102, 1.39082], [0.24160, -0.65341, 1.94530], [-1.05160, 0.02614, 1.53808], [-1.20935, -0.05154, 0.09154], [-2.14553, -0.51284, -2.10662], [1.16300, 1.97838, -1.49974], [0.33408, 2.27372, 0.12026], [2.12058, -0.17524, -0.59768], [2.24950, -0.32275, 1.65298], [0.21704, -1.70498, 1.59793], [0.32671, -0.66036, 3.03951], [-1.90659, -0.47992, 2.00733], [-1.03175, 1.06733, 1.91215], [-2.00263, 0.48609, -0.23864]], "nbo_charge": [0.26, -0.39, 0.45, -0.79, 0.02, -0.44, -0.06, -0.63, -0.23, -0.22, -0.62, 0.46, 0.22, 0.23, 0.21, 0.38, 0.17, 0.21, 0.21, 0.18, 0.38], "charge": 0, "homo_ha": -0.33031, "total_energy_ev": -12912.6364, "e_lumo_ev": 0.3, "gap_ev": 9.27, "spin_multiplicity": 1}